(1)
Computed, not measured: a structure of composition C24H56GeN3O7PS2Si3Ti in a non-equilibrium geometry, with ωB97M-V with the def2-TZVPD basis set.

Atoms and positions in Å:
1 Ti -0.00389 -0.52635 2.36050
2 N -0.98353 0.03968 4.29199
3 C -0.16017 0.94689 5.10702
4 C 1.29658 0.94386 4.63090
5 O 2.18301 1.37630 5.36489
6 N 1.42456 0.46118 3.38474
7 C 2.74335 0.22902 2.79825
8 C 2.75090 -1.15557 2.13563
9 O 3.78378 -1.69996 1.82360
10 O 1.54076 -1.65622 1.94280
11 H -1.97522 0.20164 4.39109
12 H -0.80899 -0.93339 4.56413
13 H -0.17315 0.69402 6.16725
14 H -0.54915 1.95030 4.99406
15 H 3.53550 0.28195 3.54338
16 H 2.95693 0.96423 2.01576
17 C 2.48684 1.99832 -1.27291
18 Si 0.80773 2.78086 -1.04499
19 C -0.25000 2.22729 -2.48475
20 C 1.04185 4.62443 -1.33043
21 Ge -0.09900 1.92679 1.03145
22 Si 0.44734 3.82447 2.49909
23 C -0.32231 5.33714 1.74257
24 C 2.30908 3.88685 2.28268
25 C 0.23574 4.06906 4.33699
26 Si -2.48332 2.24286 0.86824
27 C -2.92448 3.77048 -0.14085
28 C -3.41164 0.82020 0.10810
29 C -3.18961 2.56628 2.59350
30 H 2.92383 2.34840 -2.21456
31 H 2.38743 0.91109 -1.31974
32 H 3.18520 2.23697 -0.46501
33 H 0.28790 2.42160 -3.42010
34 H -1.20420 2.75801 -2.52781
35 H -0.46709 1.15627 -2.43728
36 H 1.52501 4.73178 -2.30768
37 H 1.67401 5.11476 -0.58508
38 H 0.08645 5.15461 -1.37291
39 H -0.19066 5.39497 0.66863
40 H 0.16331 6.20340 2.20308
41 H -1.39438 5.39514 1.94746
42 H 2.61253 3.65227 1.26076
43 H 2.77209 3.15478 2.95130
44 H 2.70797 4.87659 2.53695
45 H -0.80246 4.03345 4.67918
46 H 0.62393 5.07166 4.54659
47 H 0.82227 3.36032 4.91704
48 H -2.47549 3.73066 -1.13536
49 H -2.58031 4.68918 0.33657
50 H -4.01167 3.83628 -0.26305
51 H -2.95571 0.52989 -0.84468
52 H -4.45561 1.09794 -0.07151
53 H -3.38418 -0.05229 0.76454
54 H -2.45039 3.04973 3.24004
55 H -3.49289 1.62756 3.06875
56 H -4.06984 3.21634 2.55137
57 O -0.64025 -2.61625 3.48514
58 C -1.17618 -2.44850 2.36789
59 O -1.86691 -1.37079 2.11331
60 C -1.10244 -3.50028 1.29385
61 N -1.55574 -2.90065 -0.00804
62 C -2.94371 -3.36607 -0.25647
63 C -2.89129 -4.79552 0.25380
64 C -2.09376 -4.66050 1.55751
65 H -0.06942 -3.83088 1.22175
66 H -0.93629 -3.16217 -0.79672
67 H -1.46083 -1.87325 0.00873
68 H -3.16887 -3.23557 -1.31085
69 H -3.61323 -2.75467 0.34878
70 H -2.35896 -5.42566 -0.46211
71 H -3.88487 -5.21239 0.41231
72 H -1.56781 -5.56907 1.84035
73 H -2.76053 -4.39573 2.37923
74 C 0.99916 -0.70321 -5.23406
75 C 1.98825 -0.57260 -4.08882
76 C 3.32453 -1.23003 -4.38826
77 O 1.47339 -1.05904 -2.83907
78 P 0.59479 -2.38134 -2.45613
79 S -1.33285 -2.11118 -3.04763
80 S 0.08658 -0.16520 0.01308
81 O 1.31451 -3.40211 -3.57295
82 C 0.91802 -4.76676 -3.55892
83 C 2.17617 -5.61523 -3.61219
84 C -0.01902 -5.05690 -4.71802
85 H 1.42728 -0.23962 -6.12869
86 H 0.05732 -0.21266 -4.99089
87 H 0.78725 -1.75138 -5.44241
88 H 2.15779 0.49027 -3.89361
89 H 3.18158 -2.29166 -4.58295
90 H 3.99287 -1.12532 -3.53250
91 H 3.78695 -0.76033 -5.26092
92 H 0.39045 -4.98195 -2.61667
93 H 2.72725 -5.39715 -4.53072
94 H 1.92875 -6.68013 -3.59571
95 H 2.82289 -5.38885 -2.76314
96 H 0.49318 -4.86028 -5.66397
97 H -0.89317 -4.41022 -4.65584
98 H -0.33939 -6.10312 -4.69963

Computed properties:
Gap between HOMO and LUMO (alpha / beta) (eV): 6.379 / 6.263
Net charge: -1
Expectation value of S²: 0.7563
HOMO level (alpha / beta) (eV): -4.374 / -4.385
Multiplicity: 2

---

(2)
Computed, not measured: a cluster of 8 separate species, C24H56N8O8 in total in a non-equilibrium geometry, with ωB97M-V with the def2-TZVPD basis set.

Atoms and positions in Å:
1 C 2.42929 -3.08843 -2.89348
2 N 1.86031 -4.26773 -2.25448
3 C 0.73273 -4.89155 -2.66965
4 C 0.57200 -6.33686 -2.24348
5 O -0.05145 -4.35923 -3.45080
6 H 3.05151 -3.41793 -3.72772
7 H 2.99523 -2.46857 -2.20847
8 H 1.62154 -2.45359 -3.25727
9 H 2.39775 -4.76040 -1.56308
10 H 0.53537 -7.02311 -3.08507
11 H -0.37527 -6.46078 -1.72308
12 H 1.40185 -6.64802 -1.60277
13 C -4.24148 -1.86330 -1.45150
14 N -5.57179 -2.18592 -1.00956
15 C -5.89719 -2.23822 0.30290
16 C -7.33857 -2.50537 0.65188
17 O -5.04649 -2.06804 1.18330
18 H -4.32564 -1.65342 -2.51485
19 H -3.52269 -2.66224 -1.32965
20 H -3.86551 -0.98631 -0.92247
21 H -6.28372 -2.16600 -1.71330
22 H -7.89111 -2.95322 -0.17161
23 H -7.78605 -1.51576 0.80951
24 H -7.39222 -3.03868 1.58962
25 C -0.09323 3.05860 1.97747
26 N 1.14215 2.85239 2.67778
27 C 1.38734 3.41094 3.88840
28 C 2.76911 3.18321 4.46432
29 O 0.55252 4.01622 4.51397
30 H 0.03460 2.80401 0.92942
31 H -0.38602 4.10554 2.04163
32 H -0.93149 2.47632 2.37151
33 H 1.83095 2.23613 2.28124
34 H 3.53820 3.76839 3.95043
35 H 3.08271 2.14211 4.49956
36 H 2.73921 3.62443 5.45914
37 C -0.70932 0.80846 -2.29081
38 N 0.32337 1.03368 -1.27962
39 C 0.49295 0.30724 -0.16854
40 C -0.57021 -0.68273 0.12551
41 O 1.48768 0.48138 0.56073
42 H -0.86968 1.75490 -2.79990
43 H -1.65487 0.56977 -1.80391
44 H -0.44933 0.00115 -2.97461
45 H 1.00160 1.75985 -1.46478
46 H -0.27588 -1.23111 1.00920
47 H -0.69127 -1.41853 -0.67221
48 H -1.55426 -0.26503 0.36034
49 C 3.95492 6.01825 -2.79876
50 N 2.62323 5.72639 -3.32197
51 C 1.78361 4.79127 -2.77982
52 C 0.39672 4.74748 -3.37145
53 O 2.10310 4.03502 -1.88341
54 H 4.03825 7.10302 -2.63535
55 H 4.64591 5.85797 -3.62850
56 H 4.17193 5.57311 -1.84261
57 H 2.23564 6.41387 -3.93806
58 H 0.17302 3.76510 -3.79701
59 H 0.23796 5.48832 -4.15697
60 H -0.38780 4.85697 -2.62061
61 C -6.04844 1.26266 2.84911
62 N -4.94851 0.42799 3.22418
63 C -3.80441 0.29682 2.49419
64 C -2.82685 -0.76237 2.96459
65 O -3.52200 1.01649 1.53158
66 H -6.56405 0.73960 2.04121
67 H -5.81078 2.28160 2.57534
68 H -6.71228 1.27284 3.71246
69 H -5.03906 -0.11725 4.05713
70 H -3.10553 -1.28856 3.88245
71 H -1.89064 -0.23502 3.15844
72 H -2.66317 -1.55534 2.24015
73 C 4.22853 0.17103 -1.28994
74 N 5.10110 0.80876 -2.23699
75 C 5.34709 0.37174 -3.51615
76 C 4.76055 -0.95428 -3.97529
77 O 6.00338 1.10313 -4.30657
78 H 3.20033 0.50693 -1.43745
79 H 4.44920 0.42445 -0.25322
80 H 4.31143 -0.91019 -1.33498
81 H 5.55541 1.66621 -1.99113
82 H 3.67817 -0.87843 -4.09925
83 H 5.00766 -1.68876 -3.20953
84 H 5.15909 -1.22628 -4.94273
85 C 0.82946 -0.51320 4.49734
86 N 0.74783 -1.51814 3.47122
87 C 0.76729 -2.86557 3.70219
88 C 0.81675 -3.74914 2.46691
89 O 0.94854 -3.32943 4.81905
90 H 1.78303 -0.62856 5.02407
91 H 0.06131 -0.68622 5.24920
92 H 0.81866 0.47331 4.05021
93 H 0.63992 -1.19502 2.53027
94 H 1.66394 -4.41857 2.58587
95 H 0.98215 -3.16579 1.55354
96 H -0.10680 -4.29882 2.28585

Computed properties:
Gap between HOMO and LUMO (eV): 9.450
Net charge: 0
SMILES: CNC(C)=O.CNC(C)=O.CNC(C)=O.CNC(C)=O.CNC(C)=O.CNC(C)=O.CNC(C)=O.CNC(C)=O
HOMO level (eV): -9.074

---

(3)
Computed, not measured: a cluster of 8 separate species, C24H56N8O8 in total in a non-equilibrium geometry, with ωB97M-V with the def2-TZVPD basis set.

Atoms and positions in Å:
1 C -22.63110 -10.73059 -7.65084
2 N -24.08955 -10.89590 -8.08429
3 C -24.61595 -9.96781 -8.87730
4 C -25.91488 -10.29073 -9.59241
5 O -24.12379 -8.89996 -9.04111
6 H -22.54426 -10.01194 -6.83592
7 H -21.93145 -10.42920 -8.43042
8 H -22.20764 -11.59890 -7.14602
9 H -24.70106 -11.62420 -7.74414
10 H -26.28421 -9.53410 -10.28465
11 H -26.76441 -10.69929 -9.04517
12 H -25.73794 -11.18780 -10.18575
13 C -19.80882 -9.73690 -4.31295
14 N -19.50462 -8.29453 -4.39932
15 C -20.41676 -7.36903 -4.41099
16 C -19.82514 -5.97684 -4.58514
17 O -21.63624 -7.46507 -4.44234
18 H -18.94777 -10.39567 -4.20026
19 H -20.55547 -9.99560 -5.06374
20 H -20.40360 -9.87232 -3.40962
21 H -18.58002 -7.88938 -4.36668
22 H -19.89226 -5.88169 -5.66889
23 H -18.79177 -5.93890 -4.24045
24 H -20.38806 -5.18975 -4.08343
25 C -19.46509 -9.69111 -10.70929
26 N -20.00006 -8.70113 -9.84251
27 C -20.42147 -7.54565 -10.26808
28 C -21.28525 -6.72895 -9.36348
29 O -20.21814 -7.15739 -11.35373
30 H -19.69981 -9.60650 -11.77036
31 H -19.61556 -10.73934 -10.45109
32 H -18.37673 -9.66187 -10.65721
33 H -20.34116 -8.97759 -8.93294
34 H -20.86345 -6.51080 -8.38236
35 H -22.28362 -7.15609 -9.26916
36 H -21.39661 -5.72785 -9.78003
37 C -19.54393 -12.41009 -13.30558
38 N -18.95380 -13.67952 -12.99504
39 C -17.64640 -13.96320 -12.88532
40 C -17.21144 -15.43128 -12.83970
41 O -16.73928 -13.16027 -13.01073
42 H -18.87134 -11.62430 -13.64945
43 H -19.77046 -12.15969 -12.26921
44 H -20.43440 -12.53300 -13.92208
45 H -19.69080 -14.36989 -12.97775
46 H -17.94622 -15.88523 -12.17477
47 H -16.16252 -15.45106 -12.54395
48 H -17.22651 -15.92140 -13.81317
49 C -18.90165 0.52497 -9.69166
50 N -19.79454 -0.60559 -9.80296
51 C -19.64741 -1.68782 -8.96282
52 C -20.74633 -2.71507 -8.82948
53 O -18.56411 -1.87394 -8.37748
54 H -17.90317 0.40182 -10.11117
55 H -18.59673 0.53916 -8.64528
56 H -19.28160 1.51709 -9.93544
57 H -20.21898 -0.67638 -10.71671
58 H -21.69476 -2.42641 -9.28252
59 H -20.95362 -2.98449 -7.79384
60 H -20.47483 -3.65451 -9.31099
61 C -22.84711 -8.34188 -13.10106
62 N -24.35037 -8.57119 -13.15498
63 C -25.01294 -9.68897 -13.18260
64 C -26.49461 -9.68705 -13.41189
65 O -24.48442 -10.79112 -12.90341
66 H -22.54372 -7.57750 -12.38567
67 H -22.51064 -8.23456 -14.13226
68 H -22.40667 -9.26006 -12.71242
69 H -25.03417 -7.84608 -13.31849
70 H -26.77124 -10.68682 -13.74659
71 H -26.93294 -8.92687 -14.05849
72 H -26.90156 -9.69102 -12.40071
73 C -17.38036 -11.93209 -5.94786
74 N -17.53555 -12.72920 -7.12220
75 C -18.43545 -12.39599 -8.10196
76 C -18.68928 -13.29264 -9.29316
77 O -19.18156 -11.47385 -8.03098
78 H -18.03649 -12.16379 -5.10887
79 H -17.52144 -10.85254 -6.00044
80 H -16.32225 -11.98414 -5.69136
81 H -17.03849 -13.58743 -7.31313
82 H -18.88839 -12.80692 -10.24842
83 H -19.67528 -13.73229 -9.14287
84 H -18.01973 -14.15262 -9.27728
85 C -18.73416 -6.78576 -14.39967
86 N -17.75863 -6.27464 -15.38830
87 C -18.16595 -5.55851 -16.50121
88 C -17.05805 -4.88084 -17.20938
89 O -19.30115 -5.49010 -16.98647
90 H -18.45166 -7.73160 -13.93740
91 H -19.67748 -6.95457 -14.91905
92 H -18.76847 -6.11968 -13.53755
93 H -16.80252 -6.35524 -15.07293
94 H -16.23646 -5.56895 -17.40832
95 H -16.66072 -4.02036 -16.67103
96 H -17.49776 -4.66718 -18.18359

Computed properties:
Gap between HOMO and LUMO (eV): 9.500
Net charge: 0
SMILES: CNC(C)=O.CNC(C)=O.CNC(C)=O.CNC(C)=O.CNC(C)=O.CNC(C)=O.CNC(C)=O.CNC(C)=O
HOMO level (eV): -9.131

---

In the order shown, the computed energy above the lowest of the compared OMol25 structures with the same formula, charge and spin values come out to 272.5; 146.2; 500.5 kJ/mol.